1.
# C21H69N17O12

12 unconnected molecules or ions with the total composition C21H69N17O12 (ωB97M-V with the def2-TZVPD basis set, the Open Molecules 2025 dataset).

```
119
Properties=species:S:1:pos:R:3:forces:R:3:mulliken_charge:R:1
C 6.739213 -2.400642 -0.525740 0.842 1.194 -1.683 -0.40
O 7.600203 -3.466332 -0.434890 1.048 -3.050 1.560 -0.52
H 5.702833 -2.737502 -0.502210 0.192 0.102 0.222 0.16
H 6.994273 -1.596882 0.164910 -0.509 0.025 0.266 0.24
H 7.047963 -2.106862 -1.528970 -1.355 1.440 -0.375 0.22
H 8.519413 -3.210612 -0.328740 -0.219 0.282 -0.003 0.30
C 2.657843 -5.028842 -8.773290 0.259 -0.203 -1.339 -0.54
O 1.838103 -3.947622 -8.413850 0.291 0.267 0.637 -0.47
H 2.306513 -5.273412 -9.775720 -0.164 -0.724 0.192 0.22
H 3.703593 -4.788442 -8.964880 0.267 0.534 0.357 0.25
H 2.665193 -5.874112 -8.085120 -0.457 -0.063 0.007 0.25
H 2.176533 -3.610812 -7.581010 -0.200 0.204 0.184 0.29
C -2.702187 3.639268 -3.464040 -4.115 -3.297 -0.142 0.67
O -3.557027 2.703498 -3.507650 1.612 1.667 -0.149 -0.70
N -2.930367 4.816008 -4.003510 -0.753 2.282 -1.456 -0.40
N -1.571897 3.517238 -2.842740 3.740 -0.642 2.148 -0.36
H -3.836697 4.922448 -4.436350 0.304 0.203 0.108 0.23
H -2.361957 5.623688 -3.792170 -0.331 -0.178 -0.157 0.18
H -0.875997 4.247838 -2.797540 -0.293 -0.132 -0.070 0.17
H -1.417127 2.727338 -2.232660 -0.190 0.043 -0.353 0.21
C -6.568517 -3.446452 -0.099630 -0.922 -1.282 -0.936 0.64
O -7.691567 -3.853712 -0.254200 -1.666 -0.106 0.459 -0.63
N -5.940877 -2.725562 -0.994490 0.835 2.810 -3.377 -0.34
N -5.720027 -3.800302 0.850270 1.062 -0.677 2.328 -0.41
H -6.457277 -2.472422 -1.824760 0.216 0.013 0.182 0.19
H -4.946457 -2.548822 -0.993110 -0.416 0.102 -0.040 0.13
H -6.001767 -4.654782 1.309170 0.645 0.065 0.138 0.25
H -4.793367 -3.639222 0.482280 0.280 -0.909 1.224 0.17
C 4.163773 1.334428 -6.039650 -0.310 -0.767 3.148 0.67
O 4.456503 1.178548 -4.886360 1.079 0.144 2.631 -0.67
N 3.006843 1.783438 -6.402370 -4.339 2.079 -0.649 -0.40
N 4.863653 0.972828 -7.031950 3.912 -1.729 -5.230 -0.36
H 2.383483 1.945628 -5.624420 -0.287 -0.018 -0.591 0.22
H 2.694113 1.639688 -7.351920 -0.483 0.291 0.554 0.18
H 5.773203 0.540418 -6.955640 -0.385 0.154 0.151 0.21
H 4.412833 1.015548 -7.934740 0.786 -0.172 -0.001 0.15
C -5.244247 -1.164172 -6.989030 -2.292 -6.496 -2.105 0.63
O -5.424327 -2.273992 -7.569600 0.537 1.786 0.450 -0.71
N -4.142067 -0.546082 -6.923790 3.950 2.677 0.061 -0.33
N -6.218907 -0.660982 -6.267090 -2.334 1.011 0.995 -0.43
H -4.227627 0.274728 -6.341520 1.521 -0.018 -0.169 0.16
H -3.306337 -0.996032 -7.269050 -0.072 0.533 0.250 0.24
H -7.066167 -1.114742 -6.577520 -0.463 0.676 0.521 0.25
H -6.148807 0.320928 -6.041170 -0.822 -0.143 0.083 0.19
C 4.629743 -7.915112 -2.777400 3.431 4.206 0.042 0.61
O 4.178833 -7.257732 -1.900760 -2.017 1.878 2.747 -0.63
N 5.691863 -7.467162 -3.470820 1.518 1.392 -0.723 -0.45
N 4.233643 -9.024392 -3.172480 -3.245 -7.054 -1.608 -0.36
H 5.991083 -6.583302 -3.084360 0.687 -0.270 -0.484 0.23
H 6.259113 -8.075552 -4.043700 0.080 0.588 0.217 0.17
H 4.822393 -9.594962 -3.762320 -0.628 -0.127 0.224 0.18
H 3.481823 -9.398272 -2.611160 0.162 -0.566 -0.399 0.25
C 0.977203 -6.340322 3.797560 0.164 -1.504 -0.144 0.69
O 0.948793 -7.388292 3.259170 -1.146 -3.933 -1.825 -0.64
N 1.892853 -5.481742 3.598850 5.046 5.435 -0.967 -0.29
N 0.211333 -5.882892 4.740080 -4.524 0.752 4.008 -0.31
H 2.693153 -5.518762 2.983820 -0.515 -0.497 0.102 0.19
H 1.807403 -4.685932 4.214880 0.909 0.224 -0.759 0.08
H -0.607537 -6.376912 5.064900 0.334 -0.054 -0.257 0.18
H 0.393193 -5.003152 5.201700 -0.309 -0.340 -0.153 0.10
C 3.791403 3.801938 2.725700 -1.220 2.800 -3.991 0.63
O 4.119953 2.796138 3.131960 2.417 -8.425 4.113 -0.57
N 3.307663 3.951238 1.512590 -1.817 -0.315 -3.482 -0.41
N 3.957683 4.942228 3.250970 1.080 6.391 4.343 -0.38
H 3.353143 3.104818 0.963400 -0.360 0.643 -0.456 0.21
H 3.073673 4.884678 1.205960 -0.088 -0.829 -0.730 0.15
H 4.391893 5.020778 4.159470 -0.151 -0.007 -0.235 0.21
H 3.802283 5.796608 2.735230 0.139 -0.267 0.442 0.15
C 1.698913 -0.882592 8.848550 -1.086 0.582 0.933 -1.53
C 0.665453 -1.430652 7.871100 1.425 -0.571 0.240 0.57
C -0.620087 -0.638602 7.723080 -0.863 -0.468 -0.208 -0.86
O -1.646997 -1.464642 7.109660 0.037 1.395 -0.328 -0.31
C -2.784767 -0.664652 6.790810 -0.919 0.094 0.547 -0.83
N 1.398813 -1.665182 6.610540 -1.343 -0.264 -0.481 -0.64
H 2.552933 -1.556392 8.917450 0.081 0.244 -0.312 0.40
H 1.259823 -0.877492 9.846180 0.034 0.263 0.271 0.37
H 1.966983 0.142778 8.593880 0.391 -0.040 0.005 0.37
H 0.424963 -2.384382 8.340850 -0.447 -0.334 -0.581 0.22
H -0.491537 0.298548 7.181480 0.258 -0.033 -0.596 0.37
H -1.046287 -0.300542 8.667630 0.372 -0.211 0.567 0.39
H -3.567517 -1.201622 6.255030 0.707 -0.460 -0.538 0.30
H -2.615677 0.302888 6.318170 0.773 -0.222 -0.656 0.32
H -3.386377 -0.329562 7.635720 0.396 -0.221 1.060 0.33
H 2.122503 -2.357672 6.740280 0.066 0.123 0.109 0.28
H 1.823393 -0.802312 6.301870 0.155 0.040 -0.066 0.25
C -0.747487 -3.218662 -3.143070 -0.905 -0.910 0.682 -1.28
C 0.420673 -2.307932 -2.742010 -2.537 0.146 0.810 0.31
C 0.441943 -2.029702 -1.225900 -1.801 -0.288 0.103 -0.75
O -0.823337 -1.460142 -0.853450 0.407 0.953 1.197 -0.24
C -0.861977 -1.139982 0.575770 -0.159 -0.163 -1.449 -0.81
N 1.580533 -2.980762 -3.224150 1.489 0.241 0.483 -0.68
H -1.682317 -3.154812 -2.586190 -0.117 1.236 -0.016 0.26
H -0.585207 -4.262502 -2.874410 0.935 -0.283 -0.371 0.34
H -0.978147 -3.173002 -4.207400 0.198 0.045 0.060 0.30
H 0.152463 -1.350892 -3.189490 0.796 0.207 -0.417 0.35
H 1.225673 -1.341922 -0.908370 0.408 -0.163 -0.126 0.39
H 0.412893 -2.953372 -0.647880 1.063 -0.487 -0.078 0.36
H -1.660537 -0.402772 0.658880 -0.015 -0.230 0.317 0.24
H 0.064083 -0.715382 0.963380 0.230 0.243 -0.359 0.33
H -1.032077 -2.031842 1.178890 -0.340 -0.143 -0.063 0.30
H 2.398053 -2.441112 -2.978070 0.455 0.777 -0.559 0.27
H 1.716213 -3.678352 -2.506480 -0.096 -1.193 -0.237 0.31
C -4.744977 10.204048 4.226200 0.015 -1.941 0.059 -1.30
C -3.280947 10.496498 3.903470 0.449 1.136 -1.897 0.34
C -2.699957 9.928918 2.500470 -1.337 -0.733 1.777 -0.61
O -2.993597 8.528898 2.332300 -0.082 1.370 -0.409 -0.38
C -2.360967 7.707978 3.263970 0.146 -1.349 -0.355 -0.73
N -3.152237 11.920898 3.712130 0.634 1.415 -0.094 -0.65
H -5.169067 10.752968 5.067000 0.520 0.203 0.115 0.41
H -4.857707 9.144048 4.453790 -0.106 -0.205 0.243 0.27
H -5.454117 10.335838 3.408980 0.418 0.374 -0.445 0.32
H -2.552537 10.350558 4.701120 -0.370 -0.980 0.212 0.27
H -1.635947 10.117318 2.357370 0.244 -0.039 0.648 0.40
H -3.157037 10.520898 1.707530 -0.494 -0.435 -0.097 0.33
H -2.319907 6.718158 2.809350 0.215 -0.083 -0.265 0.27
H -2.926497 7.484538 4.168610 -0.120 0.775 0.394 0.24
H -1.330657 7.992418 3.477650 0.023 0.290 0.194 0.33
H -3.870337 12.286268 3.103090 -0.133 0.015 -0.101 0.24
H -3.246527 12.396928 4.597910 -0.016 0.184 0.017 0.25
```
Forces are in eV/Å.

Structure (SMILES): COC[C@H](C)N.COC[C@H](C)N.COC[C@H](C)N.NC(N)=O.NC(N)=O.NC(N)=O.NC(N)=O.NC(N)=O.NC(N)=O.NC(N)=O.CO.CO
HOMO level in eV: -9.1693
Orbital gap in eV: 9.0
Relative energy (zero: lowest compared OMol25 entry of this formula, charge and spin) in kcal per mole: 168.80



2.
# C2H7Br2N2

2 unconnected molecules or ions with the total composition C2H7Br2N2 (ωB97M-V with the def2-TZVPD basis set, the Open Molecules 2025 dataset).

```
13
Properties=species:S:1:pos:R:3:forces:R:3:nbo_charge:R:1
C 0.299259 1.686642 -0.478397 -0.480 -1.968 -0.242 0.03
C -0.854131 -0.689303 0.281792 2.301 1.307 1.522 -0.52
N 0.449384 1.237664 -1.719301 0.572 0.958 2.339 -0.70
N 0.068934 -1.509042 1.327655 -5.077 -0.372 -0.913 -0.69
Br 1.666818 1.708422 0.718336 1.223 -0.197 0.621 0.17
Br -1.011576 -1.310621 -1.421625 -0.168 -0.994 -0.562 0.13
H -0.522363 2.260042 -0.050961 -0.169 -0.078 -1.204 0.26
H -1.715804 -0.521020 0.871278 -1.125 -0.146 0.015 0.19
H -0.229629 1.549969 -2.347541 -1.053 0.001 -1.449 0.43
H 1.139387 0.532229 -1.978704 -0.203 0.575 0.052 0.44
H 0.847468 -1.959547 1.011737 2.548 -1.736 -1.688 0.42
H -0.522304 -2.173953 1.878192 0.745 0.502 -0.522 0.43
H 0.384556 -0.811483 1.907539 0.885 2.148 2.032 0.42
```
Forces are in eV/Å.

HOMO level (spin up / spin down) in eV: -11.5101 / -11.5104
Orbital gap (spin up / spin down) in eV: 7.4 / 7.4
Relative energy (zero: lowest compared OMol25 entry of this formula, charge and spin) in kcal per mole: 57.69
Net charge: +1